{
  "formula": "C8H14N",
  "method": "ωB97M-V/def2-TZVPD",
  "total_energy_ha": -367.5710,
  "total_charge": 1,
  "orbital_gap_ev": 9.6,
  "relative_energy_ev": 2.962,
  "elements": ["C", "C", "C", "C", "C", "C", "C", "C", "N", "H", "H", "H", "H", "H", "H", "H", "H", "H", "H", "H", "H", "H", "H"],
  "xyz": [[-0.39946, -0.41057, -1.44613], [2.73315, -0.37358, -0.71598], [2.27727, 1.10863, -0.34161], [0.61027, -0.76152, 0.92269], [-0.76596, -0.15555, 0.98859], [1.41618, -0.03309, -0.07571], [-0.82328, 1.29132, 1.25833], [-2.69008, -0.72995, -0.78402], [-1.24777, -0.43510, -0.50062], [-0.62457, -0.80219, -2.45353], [2.67534, -0.72715, -1.74029], [3.44109, -0.91691, -0.14716], [2.62858, 1.72979, 0.41920], [2.10266, 1.70301, -1.27553], [1.07335, -0.68955, 1.95834], [0.49692, -1.73297, 0.59657], [-1.43245, -0.69768, 1.65904], [-0.28708, 1.91661, 0.51472], [-0.38828, 1.44491, 2.19155], [-1.88079, 1.68542, 1.39428], [-2.91568, -1.51989, -0.06687], [-2.90677, -1.11313, -1.79478], [-3.09262, 0.21914, -0.56109]],
  "atomic_forces_ev_per_a": [[2.6, 0.1, 2.5], [-1.8, 1.4, 0.6], [-0.4, -1.1, -3.1], [0.8, 2.8, 2.3], [-0.8, -0.8, -2.1], [-0.9, -1.7, -2.9], [-1.8, 1.7, -1.0], [1.4, -1.1, 1.0], [-0.3, -0.5, -1.3], [-0.1, 0.7, 0.4], [0.2, 0.7, -0.1], [0.6, -0.3, 0.8], [0.9, 0.4, 1.4], [-0.2, -0.6, 1.0], [-0.4, -0.2, -1.1], [0.2, -2.3, -0.3], [0.0, -0.2, -0.2], [-0.4, -0.5, 0.4], [1.0, 0.4, 1.7], [1.2, -0.6, -0.5], [-0.7, 0.3, 0.0], [0.5, 0.5, 0.4], [-1.6, 0.7, 0.1]]
}


{
  "formula": "C7H9ClO",
  "method": "ωB97M-V/def2-TZVPD",
  "total_energy_ha": -807.5069,
  "orbital_gap_ev": 9.7,
  "smiles": "C[C@@H]1C=CC(=O)[C@@]1(C)Cl",
  "relative_energy_ev": 1.487,
  "elements": ["C", "C", "C", "C", "C", "O", "C", "C", "Cl", "H", "H", "H", "H", "H", "H", "H", "H", "H"],
  "xyz": [[-1.08504, -0.68774, 0.77844], [0.10441, 0.12388, 1.10223], [0.01099, 1.64434, 0.87664], [0.95834, 2.19029, 0.15280], [1.96813, 1.24515, -0.27383], [3.00265, 1.41459, -0.82702], [1.39488, -0.19828, -0.07953], [0.83934, -0.66712, -1.39122], [2.48520, -1.32043, 0.66378], [-0.86055, -1.76073, 0.82365], [-1.62217, -0.47300, -0.22425], [-1.77585, -0.62168, 1.58073], [0.44275, -0.02179, 2.11860], [-0.83694, 2.01194, 1.35007], [1.11565, 3.27883, -0.06856], [1.70266, -0.76424, -2.06202], [0.48806, 0.26690, -1.80494], [0.25329, -1.53030, -1.54860]],
  "atomic_forces_ev_per_a": [[-1.3, -0.8, -1.4], [3.1, 1.2, -3.5], [-0.1, -2.9, 0.2], [0.7, 2.7, -0.1], [-1.0, -2.5, -0.2], [1.4, 0.9, -0.5], [-2.9, 0.7, 3.2], [2.3, 1.9, -1.0], [0.9, -0.6, 0.2], [0.3, 0.1, -0.4], [1.0, -0.2, 1.7], [-1.2, 0.5, 0.7], [0.4, -0.4, 0.1], [-1.3, 1.6, 0.5], [-0.4, -1.2, 0.3], [0.2, -0.4, 0.2], [-1.4, 0.0, -0.5], [-1.0, -0.7, 0.6]]
}


{
  "formula": "C33H21N3O16S",
  "method": "ωB97M-V/def2-TZVPD",
  "total_energy_ha": -3036.3261,
  "orbital_gap_ev": 7.3,
  "smiles": "O=C1C=C(O)C(=O)C=C1O.O=C1C=C(O)C(=O)C=C1O.O=C1C=C(O)C(=O)C=C1O.O=C1C=C(O)C(=O)C=C1O.S=C=Nc1cccc2nccnc12",
  "elements": ["O", "C", "C", "C", "O", "C", "O", "C", "C", "O", "H", "H", "H", "H", "O", "C", "C", "C", "O", "C", "O", "C", "C", "O", "H", "H", "H", "H", "O", "C", "C", "C", "O", "C", "O", "C", "C", "O", "H", "H", "H", "H", "O", "C", "C", "C", "O", "C", "O", "C", "C", "O", "H", "H", "H", "H", "S", "C", "N", "C", "C", "C", "C", "C", "N", "C", "C", "N", "C", "H", "H", "H", "H", "H"],
  "xyz": [[-4.79288, 1.02938, 0.94148], [-3.66813, 1.49486, 0.97229], [-3.32992, 2.77802, 0.35836], [-2.07900, 3.24106, 0.40199], [-1.74722, 4.42578, -0.15810], [-0.98662, 2.47558, 1.06996], [0.14397, 2.92875, 1.07070], [-1.32755, 1.20311, 1.70516], [-2.58036, 0.74040, 1.66406], [-2.92024, -0.42866, 2.24398], [-4.13044, 3.32299, -0.12477], [-0.78965, 4.53380, 0.00787], [-0.53008, 0.66477, 2.20148], [-3.87550, -0.53678, 2.07223], [-1.60822, 1.86085, -1.79643], [-1.91791, 1.83881, -2.97692], [-1.70172, 0.66073, -3.81638], [-2.03958, 0.67563, -5.10899], [-1.85168, -0.39988, -5.89874], [-2.64241, 1.88517, -5.74292], [-2.91953, 1.86291, -6.92811], [-2.87963, 3.05474, -4.90009], [-2.54645, 3.04167, -3.60791], [-2.76501, 4.11861, -2.81911], [-1.26304, -0.20873, -3.34620], [-2.17409, -0.13432, -6.78184], [-3.33271, 3.91761, -5.36770], [-2.43843, 3.87328, -1.93088], [10.03149, -7.68527, 5.15088], [8.88636, -7.31204, 4.97352], [7.73281, -8.19387, 5.15396], [6.49423, -7.74450, 4.93159], [5.41648, -8.53865, 5.09398], [6.24129, -6.33909, 4.49120], [5.09746, -5.97581, 4.28192], [7.39271, -5.45089, 4.33393], [8.63112, -5.89925, 4.55961], [9.70718, -5.09753, 4.42317], [7.92919, -9.20897, 5.47071], [4.64629, -7.98115, 4.87083], [7.19561, -4.43107, 4.03178], [10.47811, -5.65654, 4.64011], [-5.66939, 2.71157, -4.43274], [-6.73421, 3.29056, -4.55180], [-7.75600, 2.87289, -5.51028], [-8.90356, 3.54983, -5.61615], [-9.86039, 3.18165, -6.49043], [-9.18271, 4.74956, -4.77011], [-10.23317, 5.34808, -4.91143], [-8.17037, 5.15324, -3.79482], [-7.02406, 4.47451, -3.68640], [-6.07754, 4.82839, -2.79288], [-7.54100, 2.00456, -6.11790], [-10.58337, 3.82817, -6.37357], [-8.39170, 6.01251, -3.17669], [-5.34835, 4.18801, -2.91221], [7.72354, -1.83830, 3.99495], [7.04654, -1.43766, 2.58132], [6.41823, -1.18022, 1.55088], [5.17134, -0.47415, 1.91935], [5.18439, 0.97483, 2.00375], [3.91583, 1.70599, 2.39551], [2.73571, 0.92283, 2.70357], [2.69510, -0.58401, 2.64147], [1.49748, -1.19970, 2.98798], [1.64133, -2.54969, 2.90028], [2.86814, -3.27767, 2.46118], [4.02385, -2.65609, 2.11435], [3.92826, -1.27511, 2.23263], [6.11299, 1.55615, 1.78633], [3.94507, 2.82498, 2.43173], [1.80128, 1.45957, 3.02351], [0.74730, -3.17285, 3.18014], [2.83316, -4.39789, 2.41677]],
  "atomic_forces_ev_per_a": [[0.2, -0.2, 0.2], [-0.3, 0.5, -0.3], [-0.2, 0.0, 0.3], [-0.6, 0.6, 0.0], [0.3, -0.7, 0.4], [0.3, -0.6, 0.3], [-0.2, 0.3, -0.1], [0.2, 0.3, -0.1], [0.4, -0.7, 0.5], [-0.3, 0.7, -0.5], [0.0, 0.0, 0.0], [0.0, 0.0, -0.1], [0.0, -0.1, 0.0], [0.1, -0.1, 0.0], [0.0, 0.2, -0.5], [0.2, -0.6, 0.0], [0.0, 0.2, 0.3], [0.3, -1.0, 0.0], [-0.3, 0.9, 0.0], [-0.3, 0.7, -0.1], [0.1, -0.3, 0.1], [0.2, -0.1, -0.2], [-0.2, 0.8, -0.1], [0.1, -1.0, -0.1], [0.0, 0.0, 0.0], [0.0, -0.1, 0.0], [0.0, 0.0, 0.0], [0.1, 0.4, 0.0], [0.0, 0.4, -0.1], [-0.1, -0.6, 0.2], [0.3, 0.1, 0.0], [-0.3, -0.9, 0.3], [0.3, 0.8, -0.2], [0.2, 0.7, -0.2], [0.0, -0.4, 0.1], [-0.4, -0.1, 0.0], [0.2, 0.9, -0.2], [-0.3, -0.9, 0.2], [0.0, 0.0, 0.0], [0.0, -0.1, 0.0], [0.0, -0.1, 0.0], [0.0, 0.1, 0.0], [-0.1, 0.2, 0.3], [-0.2, -0.5, -0.5], [0.3, 0.0, 0.1], [-0.2, -0.7, -0.7], [0.2, 0.6, 0.7], [0.1, 0.5, 0.5], [0.0, -0.3, -0.2], [-0.3, 0.0, -0.2], [0.3, 0.7, 0.8], [-0.3, -0.7, -0.7], [0.0, 0.0, 0.0], [0.0, -0.1, -0.1], [0.0, 0.0, 0.0], [0.1, 0.2, 0.1], [-0.7, 0.8, -2.3], [-0.1, -0.6, 0.7], [-0.1, 0.3, 2.3], [-1.5, 2.5, 0.3], [-2.0, -1.7, 0.4], [-0.1, -3.1, -0.1], [1.6, 0.4, -0.4], [1.2, 2.5, -0.2], [2.7, -2.6, -0.9], [0.2, 0.2, -0.1], [0.0, 1.3, 0.1], [-2.8, 0.6, 1.1], [0.7, 0.7, -0.3], [-0.9, -0.8, 0.2], [-0.3, -1.3, 0.0], [1.1, -0.7, -0.4], [1.0, 0.8, -0.4], [0.1, 1.3, 0.0]]
}